# C29H63IN3O24P7

A cluster of 6 separate species, C29H63IN3O24P7 in total (ωB97M-V with the def2-TZVPD basis set, the Open Molecules 2025 dataset).

Last column: Mulliken charge in e.
Geometry (Å):
C (-0.35222, 3.58406, 1.71772)  -1.34
C (-1.35341, 2.91278, 0.72563)  0.16
C (-0.67179, 2.41940, -0.55657)  -0.03
C (-1.57293, 1.73886, -1.60873)  -1.04
N (-2.36742, 0.55986, -1.20766)  -0.04
C (-1.89243, -0.24037, -0.19501)  -0.23
C (-0.54436, -0.78241, -0.16575)  1.28
C (0.44568, -0.50470, -1.31360)  -1.25
C (1.14886, -1.80806, -1.75941)  -0.29
O (2.23532, -1.81713, -2.28544)  -0.55
C (-0.10331, -1.56825, 0.84331)  0.16
C (-0.93526, -1.91673, 1.95365)  0.02
N (-0.37704, -2.69199, 2.92358)  -0.66
C (-1.25746, -2.93005, 3.87337)  -0.33
C (-2.61501, -2.49505, 3.89469)  0.15
P (-3.73709, -2.93936, 5.32315)  0.26
O (-2.89506, -4.08005, 6.18815)  -0.53
O (-3.61562, -1.58891, 6.29053)  -0.50
N (-3.12462, -1.76434, 2.92967)  -0.39
C (-2.25747, -1.44376, 1.93433)  -0.20
C (-2.73586, -0.61610, 0.86394)  0.67
P (-4.53592, -0.15820, 0.97954)  -0.03
O (-5.07301, -0.76207, -0.49037)  -0.54
I (-4.87179, 2.27487, 0.98153)  -0.09
H (-0.93661, 4.34118, 2.26703)  0.40
H (-0.01967, 2.87831, 2.49171)  0.31
H (0.48785, 4.06439, 1.20210)  0.28
H (-1.80320, 2.07866, 1.28964)  -0.10
H (-2.18881, 3.58653, 0.49236)  0.29
H (-0.25703, 3.32146, -1.04479)  0.62
H (0.20628, 1.83408, -0.24794)  -0.36
H (-2.28856, 2.50069, -1.96048)  0.56
H (-0.93943, 1.53362, -2.48711)  0.05
H (-3.35879, 0.73117, -1.13686)  0.42
H (1.21551, 0.20680, -0.99122)  0.39
H (-0.07361, -0.15722, -2.21657)  0.13
H (0.61234, -2.77842, -1.63642)  0.49
H (0.91800, -1.94866, 0.83344)  0.57
H (-0.91047, -3.52458, 4.72527)  0.36
H (-2.16990, -3.65051, 6.66756)  0.32
H (-2.74614, -1.17605, 6.17555)  0.34
H (-5.79806, -0.21711, -0.82861)  0.35
C (-2.10446, -0.90350, -6.16904)  -0.65
O (-0.85943, -1.61750, -6.10892)  -0.14
P (-0.86724, -3.18111, -6.70615)  0.97
O (-1.71642, -3.83064, -5.65006)  -0.69
O (0.70918, -3.34154, -6.44087)  -0.39
C (1.19492, -3.15967, -5.11473)  -0.64
O (-0.80325, -4.41264, -7.81318)  -0.30
C (-2.05815, -4.83511, -8.36437)  -0.67
H (-1.89718, 0.15370, -6.00785)  0.10
H (-2.57787, -1.02215, -7.14322)  0.35
H (-2.77609, -1.25958, -5.38709)  0.33
H (0.43586, -3.38692, -4.36559)  0.32
H (1.53895, -2.13325, -4.99026)  0.24
H (2.04174, -3.82812, -4.96979)  0.33
H (-2.69778, -3.98361, -8.59344)  0.30
H (-2.56314, -5.49785, -7.66315)  0.27
H (-1.85481, -5.37957, -9.28477)  0.24
C (-8.05634, -6.88071, 3.36948)  -0.69
O (-9.15179, -5.97938, 3.15413)  -0.32
P (-8.86821, -4.37352, 3.52437)  1.16
O (-8.77293, -4.49313, 5.01890)  -0.68
O (-10.33352, -3.94543, 3.01503)  -0.35
C (-11.47183, -4.55205, 3.61586)  -0.64
O (-8.34860, -2.81524, 3.32919)  -0.35
C (-7.00926, -2.53411, 3.77041)  -0.67
H (-8.27613, -7.81154, 2.84971)  0.25
H (-7.12725, -6.47044, 2.97466)  0.29
H (-7.94543, -7.08428, 4.43480)  0.30
H (-11.26704, -4.88022, 4.63487)  0.33
H (-11.79736, -5.40095, 3.01360)  0.24
H (-12.27161, -3.81311, 3.63718)  0.24
H (-6.32830, -3.33555, 3.49055)  0.26
H (-6.99453, -2.39661, 4.85028)  0.36
H (-6.68173, -1.61144, 3.29277)  0.27
C (-0.22938, 6.89137, -6.47014)  -0.76
O (-0.98250, 5.88872, -5.77228)  -0.32
P (-0.76671, 4.30761, -6.28546)  0.91
O (-1.44792, 4.46899, -7.62024)  -0.69
O (-1.73844, 3.74460, -5.13417)  -0.11
C (-3.06234, 4.26097, -5.03452)  -0.76
O (-0.18278, 2.76827, -6.53219)  -0.11
C (0.73356, 2.60316, -7.62312)  -0.78
H (-0.25284, 7.80498, -5.87917)  0.25
H (0.80797, 6.58421, -6.59840)  0.30
H (-0.67968, 7.08417, -7.44386)  0.30
H (-3.42880, 4.62751, -5.99313)  0.40
H (-3.08908, 5.06463, -4.29808)  0.27
H (-3.71031, 3.45447, -4.69295)  0.22
H (1.44604, 3.42552, -7.67050)  0.35
H (0.18160, 2.53867, -8.55956)  0.31
H (1.27896, 1.67405, -7.46617)  0.23
C (4.96744, 0.15161, 4.97224)  -0.70
O (4.40281, 1.29165, 4.30309)  -0.32
P (4.00763, 1.08480, 2.69289)  0.96
O (5.39607, 0.96804, 2.13190)  -0.57
O (3.41490, 2.57991, 2.62073)  -0.27
C (4.26244, 3.67182, 2.96330)  -0.57
O (3.12708, 0.70484, 1.34031)  -0.17
C (3.33637, -0.60379, 0.78910)  0.26
H (4.92391, 0.33280, 6.04443)  0.25
H (4.40424, -0.75360, 4.74700)  0.32
H (6.00868, 0.02276, 4.67426)  0.22
H (5.31415, 3.43943, 2.79391)  0.19
H (4.10881, 3.94285, 4.00814)  0.27
H (3.98332, 4.51947, 2.33891)  0.24
H (3.40257, -1.35505, 1.57638)  0.42
H (4.24373, -0.61594, 0.18732)  0.29
H (2.48972, -0.83627, 0.15249)  -0.90
C (9.95532, 4.59687, 3.57653)  -0.74
O (9.33429, 3.31503, 3.40749)  -0.19
P (10.20786, 1.99347, 3.94537)  1.00
O (11.31085, 2.01405, 2.92480)  -0.67
O (9.01577, 0.98641, 3.57587)  -0.35
C (8.54187, 0.93972, 2.22667)  -0.51
O (10.82420, 0.86955, 4.99996)  -0.29
C (12.07733, 1.19815, 5.61384)  -0.68
H (9.19375, 5.36299, 3.44179)  0.23
H (10.38088, 4.69853, 4.57468)  0.30
H (10.73593, 4.73439, 2.82782)  0.31
H (9.31251, 1.23261, 1.51294)  0.43
H (7.67498, 1.58653, 2.12213)  0.13
H (8.23566, -0.08242, 2.01366)  0.21
H (12.10926, 2.24449, 5.91573)  0.30
H (12.89188, 0.98899, 4.92185)  0.28
H (12.19296, 0.57363, 6.49811)  0.24

Forces on atoms 1 to 6 (eV/Å):
C -1.128 0.123 -0.031
C 0.270 -0.296 0.555
C -0.055 0.476 0.397
C 0.164 0.728 -0.408
N 1.098 0.227 0.136
C -0.354 -0.932 1.261

HOMO level (eV): -8.45
M (Da): 1181.54
Kohn-Sham gap (eV): 6.79
LUMO level (eV): -1.660
Net charge: 0

=====

# C41H90N4O6

A cluster of 6 separate species, C41H90N4O6 in total (ωB97M-V with the def2-TZVPD basis set, the Open Molecules 2025 dataset).

Last column: Mulliken charge in e.
Geometry (Å):
C (9.84862, 18.32125, 12.64935)  -1.66
C (10.70169, 17.16280, 11.98958)  1.33
C (11.34503, 17.68654, 10.69278)  -1.57
O (11.65027, 16.69486, 12.90633)  -0.45
H (10.60022, 19.01017, 13.04747)  0.36
H (9.18155, 17.98009, 13.42110)  0.38
H (9.24473, 18.72237, 11.85882)  0.50
H (9.96790, 16.35753, 11.72448)  -0.15
H (10.50773, 17.62083, 10.01814)  0.39
H (12.17999, 17.04999, 10.40597)  0.36
H (11.66243, 18.72193, 10.80661)  0.39
H (11.25670, 16.61624, 13.79343)  0.18
C (8.72676, 10.32417, 12.06804)  -1.52
C (8.89323, 11.05322, 10.73329)  1.54
C (8.37734, 12.43993, 10.93365)  -0.92
C (8.88466, 13.40965, 9.83301)  -0.79
C (10.46094, 13.46825, 9.91999)  -1.54
C (11.07153, 12.12828, 9.70052)  1.70
N (10.43540, 11.23440, 10.66382)  1.25
O (10.98637, 9.92599, 10.44687)  -0.56
C (10.98226, 11.67858, 8.27031)  -1.82
C (12.58729, 12.13261, 9.95221)  -2.12
C (8.09673, 10.34168, 9.54234)  -1.85
H (9.32600, 10.73465, 12.85997)  -0.16
H (9.03646, 9.27152, 12.01241)  0.43
H (7.65680, 10.38084, 12.34705)  0.47
H (7.29632, 12.50463, 10.96142)  0.67
H (8.73161, 12.79381, 11.90414)  -0.17
H (8.37175, 14.37456, 9.94277)  0.43
H (8.58123, 13.06705, 8.83370)  0.42
H (10.74564, 13.77160, 10.92591)  0.10
H (10.83292, 14.00520, 9.06285)  0.64
H (11.36421, 10.69678, 8.06996)  0.41
H (9.93161, 11.67110, 7.95518)  0.37
H (11.46238, 12.41390, 7.56455)  0.41
H (12.81160, 12.43712, 10.94017)  0.23
H (13.04012, 11.17303, 9.64920)  0.39
H (13.05173, 12.91772, 9.32178)  0.43
H (8.03990, 10.97455, 8.70611)  0.41
H (7.05451, 10.16531, 9.86726)  0.40
H (8.52349, 9.39098, 9.28751)  0.42
H (10.72823, 9.57396, 9.56653)  0.26
C (6.86405, 8.03366, 18.50217)  -1.83
C (8.19379, 8.73687, 18.17343)  1.95
C (8.81411, 7.97795, 17.00336)  -2.00
C (9.96805, 8.69876, 16.38292)  -0.21
C (9.46547, 10.00372, 15.85499)  -0.44
C (8.93008, 10.89899, 17.05604)  1.72
N (7.83747, 10.10581, 17.74399)  0.07
O (7.33531, 10.82362, 18.85049)  -0.46
C (10.16472, 11.35731, 17.88778)  -0.59
C (8.30631, 12.18763, 16.48070)  -1.33
C (9.07396, 8.66485, 19.42489)  -1.65
H (7.08291, 6.99863, 18.83928)  0.40
H (6.33514, 7.88833, 17.52796)  0.41
H (6.19914, 8.56116, 19.17981)  0.38
H (9.07103, 6.95211, 17.17462)  0.48
H (8.05222, 7.91615, 16.22833)  0.49
H (10.29885, 8.11230, 15.52911)  0.57
H (10.79963, 8.75541, 17.10591)  -0.02
H (8.58684, 9.87350, 15.21062)  0.83
H (10.21210, 10.60775, 15.27696)  -1.08
H (10.77546, 12.03084, 17.30986)  -0.23
H (9.92688, 11.83860, 18.84405)  0.29
H (10.81644, 10.54218, 18.23167)  0.14
H (7.58932, 12.68399, 17.15378)  0.40
H (9.08088, 12.86718, 16.17782)  -0.16
H (7.74536, 11.80603, 15.62341)  0.51
H (8.91537, 9.51838, 20.16384)  0.24
H (10.14690, 8.60792, 19.13864)  0.27
H (8.80716, 7.82534, 20.02732)  0.48
H (6.42327, 10.88448, 18.68187)  0.37
C (14.74729, 17.32287, 18.46296)  -1.57
C (14.07654, 16.46261, 17.39921)  1.29
C (14.84016, 15.14515, 17.15379)  -1.14
C (14.70542, 14.24713, 18.33072)  -0.43
C (13.19852, 13.92630, 18.60667)  -0.69
C (12.32672, 15.23368, 18.80252)  1.94
N (12.65645, 16.15632, 17.63215)  1.48
O (11.87066, 17.34962, 17.68152)  -0.59
C (10.85892, 14.85457, 18.61956)  -1.90
C (12.50954, 15.79770, 20.20206)  -1.75
C (14.16428, 17.24436, 16.04350)  -2.03
H (15.70626, 17.71599, 18.09978)  0.44
H (14.85864, 16.74637, 19.39188)  0.32
H (14.14404, 18.22162, 18.70947)  0.25
H (14.45859, 14.68709, 16.26488)  -0.22
H (15.88116, 15.36964, 17.00859)  0.54
H (15.15707, 14.69265, 19.24339)  0.54
H (15.07826, 13.26027, 18.10232)  0.08
H (13.05197, 13.36684, 19.50825)  0.75
H (12.81456, 13.29267, 17.78017)  -0.65
H (10.71431, 14.09997, 19.35246)  0.54
H (10.13400, 15.65448, 18.84363)  0.43
H (10.69843, 14.48363, 17.62594)  0.23
H (12.06983, 15.10382, 20.95400)  0.43
H (13.52935, 15.90301, 20.56695)  0.31
H (11.91075, 16.69647, 20.45951)  0.38
H (13.56511, 18.10614, 16.02277)  0.54
H (13.76801, 16.59417, 15.24854)  0.17
H (15.15702, 17.57565, 15.80527)  0.47
H (12.17444, 17.96675, 18.32420)  0.32
C (15.48974, 8.64712, 17.00098)  -2.31
C (14.95828, 9.82312, 16.15043)  2.43
C (16.09925, 10.82194, 16.10580)  -1.65
C (15.81096, 11.90641, 15.08821)  0.81
C (15.69797, 11.26549, 13.70865)  -1.34
C (14.60132, 10.23490, 13.71686)  1.52
N (14.90325, 9.30142, 14.81041)  0.13
O (13.90525, 8.26691, 14.75969)  -0.47
C (13.25352, 11.04930, 13.84606)  0.85
C (14.63007, 9.41836, 12.41736)  -1.93
C (13.71881, 10.35856, 16.88318)  -1.22
H (14.76091, 7.86047, 17.14110)  0.41
H (15.80800, 9.04738, 17.92378)  0.53
H (16.34343, 8.15441, 16.47896)  0.47
H (16.30862, 11.28722, 17.10184)  0.32
H (16.98286, 10.24710, 15.83663)  0.47
H (16.60662, 12.66534, 15.01017)  0.42
H (14.91344, 12.46935, 15.30763)  -0.67
H (16.68663, 10.80847, 13.41249)  0.28
H (15.50797, 12.06154, 12.93926)  0.38
H (13.15364, 11.60185, 12.89857)  -0.94
H (12.37293, 10.39849, 14.00603)  0.36
H (13.29244, 11.79205, 14.64343)  -0.71
H (15.54656, 8.84531, 12.24906)  0.46
H (13.77422, 8.72024, 12.41481)  0.42
H (14.45952, 10.01113, 11.51044)  0.25
H (13.78205, 10.18793, 17.95932)  0.78
H (12.88630, 9.81772, 16.48187)  0.10
H (13.56514, 11.41111, 16.82838)  -0.59
H (14.39517, 7.44433, 14.70428)  0.36
C (10.50136, 13.74242, 13.67840)  0.89
C (11.40886, 14.18659, 14.70393)  0.67
O (10.92046, 15.48953, 15.20098)  -1.16
H (10.76922, 12.86143, 13.12194)  -0.19
H (10.43273, 14.54807, 12.90008)  -0.98
H (9.44524, 13.77935, 14.13808)  -0.10
H (12.36098, 14.32900, 14.27690)  0.54
H (11.40596, 13.41947, 15.43748)  -0.11
H (11.41453, 15.59915, 16.00854)  0.05

Forces on atoms 1 to 6 (eV/Å):
C 1.457 -1.199 -0.848
C -1.372 0.825 0.677
C -0.450 -0.568 1.313
O 0.571 0.089 -0.214
H -0.446 0.276 -0.077
H -0.082 -0.310 0.482

HOMO level (eV): -8.61
M (Da): 735.19
Kohn-Sham gap (eV): 9.24
LUMO level (eV): 0.630
Net charge: 0
Relative energy (zero: lowest compared OMol25 entry of this formula, charge and spin) (eV): 0.0000

=====

# C28H32N2O2P

A cluster of 4 separate species, C28H32N2O2P in total (ωB97M-V with the def2-TZVPD basis set, the Open Molecules 2025 dataset).

Last column: Mulliken charge in e.
Geometry (Å):
C (4.52717, -2.03406, 1.23172)  0.09
C (3.86686, -1.03765, 1.45211)  -0.88
P (2.98614, 0.59499, 1.84907)  -0.22
C (3.73366, 1.34993, 0.28385)  -0.75
N (3.28200, 2.70900, -0.00931)  -0.66
O (2.22114, -0.16337, 3.21062)  -0.14
C (0.95021, -0.70167, 2.93419)  -0.61
C (0.46103, 0.08058, 1.73164)  0.10
C (-0.77723, -0.44003, 1.06656)  0.27
C (-0.72958, -1.00661, -0.19487)  -0.22
C (-1.90114, -1.45442, -0.78134)  -0.46
N (-3.09563, -1.37904, -0.20418)  -0.70
C (-3.12972, -0.84286, 1.01398)  -0.49
C (-2.02147, -0.36079, 1.68246)  -0.33
O (1.55627, 0.09738, 0.88736)  -0.42
H (5.14686, -2.86559, 0.99769)  0.41
H (4.10095, 0.96112, 2.68166)  0.02
H (2.31676, 1.84522, 2.16166)  0.06
H (4.82368, 1.31957, 0.31386)  0.51
H (3.39753, 0.70284, -0.52967)  0.28
H (3.37434, 3.29831, 0.80909)  0.31
H (2.29826, 2.67456, -0.24396)  0.22
H (1.07616, -1.76850, 2.70469)  0.21
H (0.31505, -0.60530, 3.81884)  0.36
H (0.24299, 1.09871, 2.10350)  0.23
H (0.21966, -1.08677, -0.70720)  0.53
H (-1.86979, -1.89565, -1.77004)  0.46
H (-4.10523, -0.77884, 1.48300)  0.36
H (-2.12590, 0.07873, 2.66597)  0.41
C (-0.57722, 2.03633, -3.76901)  -0.56
C (0.36388, 1.80537, -2.77596)  -0.14
C (1.71034, 2.03834, -3.02243)  -0.01
C (2.11554, 2.50874, -4.26343)  -0.67
C (1.17481, 2.73598, -5.26059)  -0.39
C (-0.17126, 2.49685, -5.01443)  -0.54
H (-1.62642, 1.85202, -3.57469)  0.51
H (0.05126, 1.44053, -1.80448)  0.39
H (2.43542, 1.84926, -2.24268)  0.18
H (3.16501, 2.69558, -4.45141)  0.39
H (1.49091, 3.09924, -6.23094)  0.37
H (-0.90575, 2.66855, -5.79184)  0.47
C (-4.90420, -0.60095, -5.83420)  -0.45
C (-3.95713, -0.81784, -4.84214)  -0.33
C (-2.61392, -0.58733, -5.10363)  -0.34
C (-2.21720, -0.13637, -6.35510)  -0.45
C (-3.16391, 0.08006, -7.34662)  -0.44
C (-4.50790, -0.15319, -7.08666)  -0.36
H (-5.95215, -0.77940, -5.62946)  0.36
H (-4.26542, -1.16228, -3.86322)  0.43
H (-1.87444, -0.75304, -4.33093)  0.41
H (-1.16950, 0.04987, -6.55176)  0.47
H (-2.85452, 0.43405, -8.32199)  0.36
H (-5.24656, 0.01602, -7.86007)  0.35
C (-0.37309, -2.95922, 7.15569)  -0.40
C (0.48491, -2.42887, 6.20177)  -0.42
C (1.13416, -1.22518, 6.44036)  -0.27
C (0.92410, -0.55490, 7.63786)  -0.53
C (0.06718, -1.08471, 8.59360)  -0.31
C (-0.58293, -2.28712, 8.35234)  -0.38
H (-0.88049, -3.89678, 6.96556)  0.36
H (0.64901, -2.94965, 5.26714)  0.41
H (1.79751, -0.81044, 5.68918)  0.49
H (1.42928, 0.38433, 7.82331)  0.37
H (-0.09549, -0.55943, 9.52667)  0.35
H (-1.25432, -2.69931, 9.09549)  0.34

Forces on atoms 1 to 6 (eV/Å):
C -0.266 0.593 -0.022
C 0.207 -0.497 -0.037
P 0.512 0.050 -0.245
C -0.424 -0.142 0.066
N 0.293 0.063 -0.395
O -0.196 0.053 0.398

HOMO level (eV): -4.93
M (Da): 459.55
Kohn-Sham gap (eV): 7.50
LUMO level (eV): 2.569
Net charge: -1